Below is C31H32N7O5PdS2Te as an isolated structure, with properties calculated with wB97M-V/def2-TZVPD.

Properties
Net charge ... +1
E_HOMO (spin up / spin down) ... -10.12 / -10.06 eV
LUMO level (spin up / spin down) ... -1.8 / -5.6 eV
⟨S²⟩ ... 6.024
Calculated total energy ... -3151.9654 Eh
Multiplicity ... 5
Relative energy (zero: lowest compared OMol25 entry of this formula, charge and spin) ... 25.31 kcal/mol

XYZ file:
```
79
Properties=species:S:1:pos:R:3:mulliken_spin:R:1
Pd 0.56913 -0.19300 0.48285 1.43
C 3.02894 -3.33877 7.66537 0.00
C 2.27305 -2.54089 6.63820 0.01
C 0.89908 -2.70678 6.47109 0.00
C 0.20408 -1.98614 5.51735 0.00
C 0.89123 -1.07736 4.71967 -0.03
C 2.25427 -0.87416 4.88340 0.05
C 2.93357 -1.60771 5.84183 -0.01
S 0.01467 -0.32202 3.41147 0.01
O 0.83874 0.74663 2.84511 0.10
O -1.29650 0.02794 3.87246 0.01
N -0.00394 -1.45202 2.21401 0.33
C -1.25762 -1.84265 1.69685 -0.02
C -2.36236 -2.27277 2.42718 0.01
C -3.52364 -2.53640 1.73242 -0.01
C -3.55795 -2.36247 0.34914 0.03
C -2.40500 -1.96039 -0.29056 -0.01
N -1.26620 -1.73507 0.37139 0.10
H 2.44274 -4.18396 8.02157 0.00
H 3.27895 -2.71753 8.52759 0.00
H 3.96456 -3.71718 7.25362 0.00
H 0.36679 -3.40844 7.10155 0.00
H -0.86445 -2.11198 5.40266 0.00
H 2.76730 -0.12822 4.29192 0.01
H 3.99707 -1.45002 5.97807 0.00
H -2.30943 -2.36763 3.50088 0.00
H -4.40815 -2.86312 2.26334 0.00
H -4.45539 -2.55414 -0.22157 0.00
H -2.36615 -1.83357 -1.36538 0.00
N 1.95301 7.15163 3.60088 0.00
C 1.92805 6.15943 2.66441 0.00
C 2.31501 4.85294 2.99897 0.01
C 2.30814 3.86008 2.04506 0.01
C 1.90881 4.14887 0.74306 -0.01
C 1.50746 5.43707 0.40054 0.00
C 1.52311 6.43294 1.35019 0.00
S 1.88615 2.91224 -0.47277 0.02
O 1.67237 3.51365 -1.75096 0.02
O 3.09744 2.10381 -0.30284 0.04
N 0.68432 1.84763 -0.13649 0.26
C -0.61513 2.29172 0.08241 0.00
N -0.94646 3.57456 0.03382 0.03
C -2.22025 3.85227 0.29118 -0.01
C -3.15327 2.88271 0.63035 0.03
C -2.69860 1.57834 0.64768 -0.01
N -1.44156 1.27542 0.34515 0.04
H 2.18813 6.95356 4.55471 0.00
H 1.63361 8.07530 3.37890 0.00
H 2.62591 4.63066 4.01257 0.00
H 2.60550 2.85618 2.32043 0.03
H 1.18561 5.63924 -0.61098 0.00
H 1.22013 7.43850 1.08452 0.00
H -2.50150 4.89769 0.22844 0.00
H -4.17746 3.13119 0.86312 0.00
H -3.35415 0.74654 0.88376 0.00
C 1.94966 -3.34559 -0.06827 0.02
N 2.67129 -2.71886 -1.16648 0.01
C 3.90658 -3.36101 -1.59956 0.00
C 2.22944 -1.63530 -1.78578 0.00
O 1.23309 -0.95342 -1.49267 0.09
H 1.85952 -4.41252 -0.27357 0.00
H 0.95698 -2.91570 0.01375 -0.01
H 2.48332 -3.21061 0.87426 0.02
H 3.69529 -4.33189 -2.04839 0.00
H 4.56184 -3.50281 -0.73981 0.00
H 4.41896 -2.72985 -2.32162 0.00
H 2.82635 -1.35449 -2.65913 0.00
Te 3.27621 0.03473 1.23614 1.40
C 4.89052 -0.29045 -0.02627 0.06
C 4.89797 0.11114 -1.36064 -0.01
C 6.04568 -0.06878 -2.11596 -0.01
C 7.17651 -0.64179 -1.54319 0.05
C 7.16576 -1.03826 -0.21339 -0.02
C 6.02077 -0.86515 0.55234 -0.02
H 4.03645 0.60421 -1.78879 -0.01
H 6.06369 0.25264 -3.14925 0.00
H 8.07488 -0.76508 -2.13355 0.00
H 8.04864 -1.47781 0.23140 0.00
H 6.01423 -1.17638 1.59030 -0.01
```